# 1
C11H26B3FNO3 | wB97M-V/def2-TZVPD

Summary:
Highest occupied orbital energy: -0.49318 Ha
Lowest unoccupied orbital energy: -2.3384 eV
Molar mass: 271.77 g mol⁻¹
HOMO-LUMO gap: 11.1 eV
Net charge: +1
2S+1: 1

```
45
Properties=species:S:1:pos:R:3:mulliken_charge:R:1
C 2.622 -4.189 1.158 -1.209
C 2.055 -4.970 -0.008 0.378
F 2.395 -4.237 -1.174 -0.318
B 0.483 -5.068 0.060 0.542
O -0.204 -5.764 1.024 -0.604
B -1.319 -5.104 1.453 0.561
O -1.554 -3.789 1.073 -0.528
B -0.941 -3.404 -0.085 0.638
O -0.283 -4.338 -0.832 -0.350
H 2.127 -3.226 1.227 0.181
H 2.553 -4.741 2.084 0.340
H 3.660 -4.005 0.922 0.381
H 2.552 -5.930 -0.107 0.313
H -2.111 -5.624 2.160 -0.088
H -0.904 -2.266 -0.434 -0.226
C -2.167 2.652 2.188 -1.260
C -1.872 3.689 1.105 -0.405
C -2.197 3.202 -0.310 -0.895
C -1.378 2.051 -0.878 -0.535
N 0.104 2.298 -1.071 0.414
C 0.879 1.967 0.189 -0.574
C 1.127 0.478 0.102 -0.416
C 1.487 0.275 -1.367 -0.563
C 0.650 1.312 -2.119 -0.535
C 0.386 3.690 -1.525 -1.248
H -1.625 1.716 2.028 0.244
H -1.879 3.034 3.166 0.356
H -3.231 2.421 2.223 0.392
H -0.834 4.022 1.182 0.228
H -2.479 4.574 1.297 0.467
H -2.164 4.047 -1.001 0.343
H -3.237 2.868 -0.324 0.503
H -1.774 1.824 -1.866 0.380
H -1.477 1.153 -0.270 0.316
H 1.813 2.526 0.152 0.441
H 0.308 2.268 1.061 0.191
H 0.227 -0.082 0.360 0.030
H 1.920 0.155 0.772 0.535
H 1.284 -0.738 -1.709 0.341
H 2.548 0.462 -1.530 0.323
H -0.188 0.871 -2.648 0.295
H 1.252 1.875 -2.825 0.317
H 0.120 4.391 -0.741 0.354
H -0.185 3.885 -2.429 0.436
H 1.450 3.769 -1.731 0.517
```


# 2
C9H14O | wB97M-V/def2-TZVPD

Summary:
Highest occupied orbital energy: -0.33392 Ha
Lowest unoccupied orbital energy: 0.8657 eV
Molar mass: 138.21 g mol⁻¹
Relative energy (zero: lowest compared OMol25 entry of this formula, charge and spin): 101.1 kJ/mol
HOMO-LUMO gap: 10.0 eV
SMILES: Cc1ccccc1.CCO
2S+1: 1

```
24
Properties=species:S:1:pos:R:3:mulliken_charge:R:1
C 1.620 -1.522 1.507 -0.026
C 2.882 -1.879 2.306 -1.151
O 0.955 -2.579 0.827 -0.548
H 0.888 -1.041 2.162 0.278
H 2.025 -0.849 0.757 0.208
H 2.670 -2.211 3.321 0.294
H 0.015 -2.403 0.850 0.331
H 3.498 -0.980 2.246 0.327
H 3.462 -2.684 1.853 0.312
C -1.758 2.069 0.838 -1.381
C -0.552 -0.533 -1.592 -0.242
C -0.665 0.101 -2.822 -0.635
C -0.927 0.126 -0.432 -0.089
C -1.478 1.404 -0.495 0.654
C -1.138 1.408 -2.854 -0.327
C -1.523 2.086 -1.694 -0.617
H -0.330 -1.590 -1.528 0.341
H -0.136 -0.182 -3.721 0.341
H -0.830 -0.376 0.517 0.235
H -1.452 1.791 -3.809 0.345
H -2.140 3.087 0.765 0.384
H -0.827 2.115 1.394 0.300
H -1.750 3.138 -1.781 0.333
H -2.509 1.504 1.390 0.332
```


# 3
C48H33F3N3O6SSb2Se4Y | wB97M-V/def2-TZVPD

Summary:
Highest occupied orbital energy: -0.10431 Ha
Lowest unoccupied orbital energy: 3.2657 eV
Molar mass: 1485.13 g mol⁻¹
Relative energy (zero: lowest compared OMol25 entry of this formula, charge and spin): 431.2 kJ/mol
HOMO-LUMO gap: 6.1 eV
Net charge: -2
2S+1: 1

```
101
Properties=species:S:1:pos:R:3:mulliken_charge:R:1
Y -0.434 0.048 0.444 -1.551
O -2.366 -2.305 -3.425 -0.722
C -1.564 -1.712 -4.327 0.503
C -1.971 -1.742 -5.661 -0.596
C -1.170 -1.201 -6.649 -0.435
C 0.063 -0.643 -6.330 -0.822
C 0.458 -0.599 -5.004 -0.729
C -0.348 -1.096 -3.985 -0.082
C 0.016 -0.928 -2.551 1.006
O -0.950 -0.896 -1.719 0.061
N 1.296 -0.868 -2.246 -0.989
N 1.491 -0.848 -0.850 0.942
C 2.723 -0.930 -0.498 -0.590
C 3.219 -1.029 0.863 0.699
C 4.605 -1.165 1.015 -0.530
C 5.206 -1.245 2.252 -0.861
C 4.389 -1.211 3.390 -0.439
C 3.028 -1.084 3.285 -0.879
C 2.378 -0.958 2.025 0.262
O 1.117 -0.769 1.969 -0.199
H -2.046 -2.059 -2.529 0.043
H -2.931 -2.189 -5.885 0.470
H -1.516 -1.205 -7.676 0.358
H 0.705 -0.244 -7.105 0.414
H 1.415 -0.174 -4.730 0.384
H 3.467 -0.970 -1.298 0.111
H 5.216 -1.192 0.117 0.350
H 6.279 -1.349 2.342 0.367
H 4.841 -1.281 4.374 0.385
H 2.392 -1.053 4.162 0.491
S -1.279 3.638 3.812 -0.244
C -2.826 3.087 3.330 -0.782
C -2.745 1.969 2.560 -0.201
C -1.412 1.502 2.304 -0.212
C -0.526 2.327 2.931 -0.198
C 0.943 2.307 2.874 0.433
C 1.708 2.779 3.943 -0.729
C 3.085 2.817 3.844 -1.127
C 3.684 2.384 2.673 -1.226
C 2.858 1.921 1.662 -0.812
N 1.531 1.877 1.739 1.638
H -3.711 3.628 3.628 0.452
H -3.623 1.466 2.171 0.337
H 1.203 3.113 4.839 0.521
H 3.683 3.190 4.667 0.390
H 4.756 2.385 2.536 0.488
H 3.288 1.596 0.725 0.657
O -3.874 -1.570 -0.545 0.504
C -4.503 -0.956 -1.558 0.362
C -5.612 -1.535 -2.177 -0.854
C -6.201 -0.928 -3.270 -0.437
C -5.683 0.261 -3.773 -0.922
C -4.585 0.831 -3.152 -0.418
C -3.993 0.261 -2.031 0.064
C -2.831 0.991 -1.404 1.008
O -2.499 0.790 -0.201 -0.039
O -2.285 1.866 -2.109 -0.524
H -4.306 -2.415 -0.297 -0.191
H -5.983 -2.479 -1.795 0.474
H -7.057 -1.395 -3.744 0.368
H -6.126 0.732 -4.642 0.391
H -4.145 1.745 -3.528 0.442
Se -4.402 -4.536 1.015 -0.666
Sb -2.458 -3.662 2.122 0.623
Se -1.484 -4.982 3.824 -0.627
Se -0.729 -2.504 0.534 -0.368
Se -1.928 -1.089 2.135 0.102
F -0.551 5.621 -6.426 -0.392
C -0.336 4.881 -5.303 0.245
C 0.317 5.465 -4.238 -0.829
C 0.513 4.706 -3.092 -0.420
C 0.068 3.400 -2.999 0.726
C -0.563 2.842 -4.106 -0.334
C -0.773 3.573 -5.266 -1.008
Sb 0.492 2.218 -1.172 1.262
C 2.603 2.581 -1.668 1.529
C 2.945 1.975 -2.877 -0.948
C 4.126 2.261 -3.542 -0.594
C 4.975 3.196 -2.990 0.126
F 6.134 3.497 -3.632 -0.386
C 4.680 3.838 -1.807 -0.996
C 3.494 3.519 -1.159 -0.050
C -0.139 3.970 -0.082 1.589
C 0.710 4.860 0.564 -0.279
C 0.247 6.069 1.071 -0.760
C -1.089 6.365 0.928 0.034
F -1.559 7.538 1.430 -0.406
C -1.970 5.509 0.299 -0.572
C -1.485 4.315 -0.212 -0.167
H 0.662 6.488 -4.307 0.459
H 1.038 5.166 -2.261 0.370
H -0.914 1.820 -4.068 0.620
H -1.274 3.141 -6.122 0.496
H 2.266 1.256 -3.321 0.228
H 4.377 1.786 -4.481 0.493
H 5.364 4.574 -1.406 0.465
H 3.288 4.032 -0.230 0.343
H 1.755 4.623 0.703 -0.020
H 0.905 6.761 1.581 0.410
H -3.016 5.773 0.218 0.452
H -2.161 3.641 -0.725 0.215
```


# 4
C18H40I2N3 | wB97M-V/def2-TZVPD

Summary:
Highest occupied orbital energy: -0.44343 Ha
Lowest unoccupied orbital energy: -3.5488 eV
Molar mass: 552.35 g mol⁻¹
HOMO-LUMO gap: 8.5 eV
Net charge: +1
2S+1: 1

```
63
Properties=species:S:1:pos:R:3:mulliken_charge:R:1
C 0.842 -0.280 3.435 -1.400
C -0.267 0.557 2.807 0.083
I 0.535 1.923 1.393 0.273
C -1.053 1.257 3.912 -0.617
I -0.117 3.047 4.606 0.203
N -2.442 1.647 3.577 0.039
C -3.420 0.924 3.122 0.128
N -4.731 1.449 3.137 -0.374
C -5.468 0.187 3.446 -0.434
C -4.746 -0.877 2.619 -0.512
N -3.346 -0.360 2.693 -0.157
H 0.406 -1.141 3.949 0.412
H 1.414 0.306 4.155 0.350
H 1.528 -0.649 2.676 0.326
H -0.920 -0.099 2.243 0.030
H -1.081 0.627 4.801 0.488
H -2.703 2.604 3.798 0.299
H -4.931 1.661 2.154 0.320
H -5.275 -0.032 4.496 0.318
H -6.532 0.304 3.265 0.351
H -4.792 -1.846 3.107 0.330
H -5.066 -0.960 1.580 0.306
H -2.740 -0.507 1.895 0.261
C 0.910 -2.918 0.400 -0.961
C 1.711 -4.103 -0.128 -0.479
C 2.710 -4.655 0.888 -0.741
C 3.783 -3.660 1.338 -0.442
C 4.623 -3.066 0.208 -0.286
C 5.415 -4.108 -0.574 -1.243
H 1.560 -2.074 0.641 0.137
H 0.190 -2.571 -0.344 0.414
H 0.358 -3.194 1.304 0.299
H 2.229 -3.809 -1.044 0.249
H 1.024 -4.904 -0.412 0.358
H 3.187 -5.542 0.467 0.339
H 2.164 -5.001 1.772 0.353
H 4.446 -4.164 2.046 0.394
H 3.315 -2.844 1.899 0.073
H 5.315 -2.338 0.638 0.367
H 3.983 -2.503 -0.479 0.198
H 6.085 -4.662 0.087 0.303
H 6.023 -3.640 -1.347 0.384
H 4.761 -4.829 -1.066 0.284
C 0.446 1.053 -3.378 -1.223
C 0.276 2.450 -2.791 0.230
C -1.117 3.040 -3.006 -0.617
C -1.515 3.231 -4.471 -0.737
C -0.564 4.111 -5.282 -0.350
C -0.456 5.538 -4.756 -1.174
H 0.312 1.051 -4.460 0.319
H 1.441 0.657 -3.172 0.368
H -0.285 0.360 -2.952 0.277
H 1.034 3.117 -3.207 0.283
H 0.467 2.405 -1.715 -0.281
H -1.181 3.998 -2.482 0.304
H -1.856 2.385 -2.529 0.350
H -2.517 3.670 -4.504 0.373
H -1.599 2.256 -4.957 0.313
H -0.916 4.135 -6.316 0.372
H 0.430 3.656 -5.314 0.227
H -1.434 6.024 -4.746 0.296
H 0.206 6.138 -5.382 0.378
H -0.057 5.568 -3.741 0.267
```


# 5
C2H6NOS | wB97M-V/def2-TZVPD

Summary:
Highest occupied orbital energy: -0.10700 Ha
Lowest unoccupied orbital energy: 4.1284 eV
Molar mass: 92.14 g mol⁻¹
Relative energy (zero: lowest compared OMol25 entry of this formula, charge and spin): 135.4 kJ/mol
HOMO-LUMO gap: 7.0 eV
Net charge: -1
2S+1: 1

```
11
Properties=species:S:1:pos:R:3:mulliken_charge:R:1
C -1.935 0.318 0.748 -0.717
S -1.998 -0.659 -0.785 -0.667
H -3.004 0.290 1.184 0.202
H -1.227 -0.120 1.535 0.161
H -1.732 1.416 0.613 0.209
C 1.953 0.048 -0.081 0.064
N 1.312 -0.694 -1.000 -0.240
O 2.899 0.889 -0.278 -0.645
H 1.560 -0.029 0.924 0.320
H 0.227 -0.731 -1.101 0.098
H 1.945 -0.728 -1.757 0.216
```


Question: What is the highest occupied orbital energy in the first record?
Answer: -0.49318 Ha